1.
# C4H9NO2S

The molecule C4H9NO2S (wB97M-V/def2-TZVPD, the OMol25 dataset).

Each line ends with the Mulliken charge.
Positions of all 17 atoms, in Å:
S: -1.874 -0.764 2.784  -0.18
O: 1.719 -0.035 -3.156  -0.55
O: 1.498 1.798 -1.887  -0.50
N: 0.162 0.015 -1.475  -0.10
C: 0.200 -0.075 1.014  -0.31
C: -0.676 -1.229 1.501  -0.83
C: -0.371 0.632 -0.262  -0.90
C: 1.140 0.500 -2.263  0.53
H: 1.158 -0.538 0.741  0.28
H: -1.147 -1.794 0.693  0.35
H: -1.002 -0.337 3.685  0.12
H: 0.027 -1.971 1.875  0.37
H: -1.443 0.432 -0.232  0.40
H: 2.197 1.733 -1.204  0.33
H: -0.181 1.693 -0.208  0.41
H: -0.268 -0.895 -1.574  0.20
H: 0.404 0.646 1.797  0.38

## Properties
Structure (SMILES): O=C(O)NCCCS
Net charge: 0
LUMO energy, eV: 0.55
Kohn-Sham gap, eV: 9.957
Relative energy (zero: lowest compared OMol25 entry of this formula, charge and spin), kJ/mol: 79.20


2.
# C9H9N3O2

A cluster of 2 separate species, C9H9N3O2 in total (wB97M-V/def2-TZVPD, the OMol25 dataset).

Each line ends with the Mulliken charge.
Positions of all 23 atoms, in Å:
O: 4.381 2.381 -0.267  -0.55
O: 4.622 -2.148 0.507  -0.59
N: 2.573 -1.221 0.176  -0.12
N: 4.503 0.158 0.306  -0.17
N: -1.934 -0.219 0.108  -0.35
C: -2.761 -1.071 -0.504  -0.18
C: -4.661 0.229 0.092  -0.12
C: 3.978 -1.138 0.341  0.31
C: 1.870 -0.162 -0.393  0.09
C: 3.763 1.363 -0.129  0.37
C: -4.115 -0.869 -0.543  -0.42
C: -3.804 1.079 0.761  -0.45
C: -2.439 0.856 0.753  -0.18
C: 2.364 1.070 -0.498  -0.50
H: -2.296 -1.918 -0.967  0.36
H: -4.780 -1.573 -1.054  0.32
H: 0.833 -0.384 -0.884  0.21
H: -5.757 0.365 0.057  0.34
H: -4.186 1.886 1.396  0.32
H: 5.636 0.012 0.077  0.32
H: -1.734 1.518 1.243  0.37
H: 2.164 -2.092 0.236  0.18
H: 1.780 1.878 -0.813  0.45

## Properties
Structure (SMILES): O=c1cc[nH]c(=O)[nH]1.c1ccncc1
Net charge: 0
LUMO energy, eV: 0.55
Kohn-Sham gap, eV: 9.945
Relative energy (zero: lowest compared OMol25 entry of this formula, charge and spin), kJ/mol: 156.14


3.
# C10H13IN2

The molecule C10H13IN2 (wB97M-V/def2-TZVPD, the OMol25 dataset).

Each line ends with the Mulliken charge.
Positions of all 26 atoms, in Å:
I: -2.523 -0.720 -1.185  0.10
N: 3.071 -1.852 -1.264  -0.60
N: 1.281 1.073 0.042  -0.16
C: 0.252 0.168 -0.218  0.67
C: 2.226 -0.870 -0.783  0.20
C: -2.350 2.657 -0.627  -0.96
C: -1.020 0.549 -0.365  -0.76
C: -1.634 1.969 0.237  0.72
C: 0.393 -2.378 0.098  -0.24
C: -1.251 2.354 1.657  -1.03
C: -0.932 -2.780 0.770  -1.40
C: 0.893 -1.187 -0.309  0.34
C: 2.453 0.419 -0.417  -0.72
H: -2.443 2.476 -1.666  0.37
H: -0.204 2.177 1.904  0.31
H: 2.414 -2.435 -1.770  0.28
H: 3.843 -1.454 -1.848  0.26
H: -2.838 3.557 -0.236  0.26
H: 1.231 2.046 -0.176  0.29
H: 3.385 1.025 -0.657  0.27
H: -1.590 -2.914 -0.121  0.21
H: -1.575 3.392 1.782  0.34
H: -1.759 1.711 2.407  0.25
H: -1.341 -2.018 1.415  0.34
H: -0.961 -3.654 1.365  0.40
H: 0.979 -3.312 -0.037  0.28

## Properties
Structure (SMILES): C=C(C)/C(I)=c1\[nH]cc(N)\c1=C\C
Net charge: 0
LUMO energy, eV: 0.53
Kohn-Sham gap, eV: 7.526


For the records above, the corresponding HOMO energy values read -9.406; -9.393; -6.995 eV.
For the records above, the corresponding E_tot values read -20714.2121; -18044.1360; -21658.5085 eV.